(1)
DFT (ωB97M-V/def2-TZVPD) results for a cluster of 8 separate species, C37H60BrClFNO27PS in total in a non-equilibrium geometry.

Each line ends with the Mulliken charge.
Geometry (Å):
C: -5.3370 1.8248 -0.0409  -0.5618
O: -4.7964 3.1206 -0.0842  -0.5854
C: -3.4056 3.1172 0.1400  -0.3385
C: -2.6757 2.9744 -1.2104  1.3073
C: -1.4448 3.8452 -1.4113  -1.9467
C: -0.2201 3.4659 -0.5511  2.5960
C: 0.3717 4.8211 -0.0625  -2.8508
C: -0.5262 5.5621 0.9278  -0.5046
C: 0.2079 6.8376 1.3880  -1.0537
Cl: 1.0553 6.6644 2.9525  -0.0984
O: -0.5599 2.6252 0.5305  0.0801
C: 0.4940 2.0574 1.2942  0.6782
C: 0.5387 2.7085 2.6714  0.6145
C: 1.4513 1.9451 3.6182  -1.6224
F: -0.7507 2.5783 3.1551  -0.3910
C: 1.9230 2.0463 0.6909  -2.0201
N: 2.0697 2.4947 -0.7405  0.5326
P: 3.2840 1.5717 -1.7742  0.3166
O: 3.6116 0.2279 -0.9716  -0.4386
Br: 5.1152 2.8149 -1.4774  -0.2262
C: 0.7528 2.7034 -1.4601  -1.4821
C: 0.2039 1.4354 -2.1235  -1.4599
C: 0.2636 0.1106 -1.3367  -0.1992
C: -0.9459 -0.2171 -0.4358  -1.2005
S: -2.0300 -1.5079 -1.0527  1.8114
O: -2.7997 -1.9020 0.0797  -0.6737
O: -1.3377 -2.6192 -1.6046  -0.5794
O: -3.0893 -0.8798 -2.0754  -0.2581
H: -5.0402 1.2518 -0.9347  0.0145
H: -5.0241 1.2439 0.8237  0.3292
H: -6.4145 1.8439 -0.0329  0.4791
H: -3.1665 2.2304 0.7270  0.3786
H: -3.1039 3.9872 0.7137  0.1534
H: -3.3993 3.2758 -1.9628  0.9527
H: -2.4953 1.9195 -1.3829  -1.8384
H: -1.1578 3.7505 -2.4556  0.4656
H: -1.7270 4.8805 -1.2905  0.6125
H: 1.3726 4.7286 0.3663  0.4429
H: 0.4290 5.4353 -0.9589  0.7313
H: -1.4132 5.9322 0.4319  0.4560
H: -0.7831 4.9736 1.7969  0.5288
H: 0.9352 7.1584 0.6565  0.3779
H: -0.5088 7.6395 1.5021  0.5170
H: 0.2043 1.0355 1.5100  0.1215
H: 0.8312 3.7520 2.6220  0.0955
H: 2.2103 1.3511 3.1129  0.4217
H: 1.9385 2.6236 4.2985  0.3310
H: 0.8705 1.2608 4.2232  0.4611
H: 2.3452 1.0671 0.8576  0.5487
H: 2.5376 2.7036 1.2966  0.4792
H: 2.4693 3.4339 -0.7025  0.7681
H: 4.5744 0.0176 -1.0336  0.4836
H: 0.9965 3.3931 -2.2634  0.6449
H: 0.7760 1.2803 -3.0311  0.7002
H: -0.8104 1.5778 -2.4608  0.6886
H: 0.3133 -0.6793 -2.0803  0.8638
H: 1.1557 -0.0275 -0.7351  0.2754
H: -0.5882 -0.6246 0.4977  0.3128
H: -1.5867 0.6217 -0.1911  -0.2762
H: -3.2318 0.0579 -1.8509  0.1724
C: 3.6461 8.2034 6.1356  -0.2860
C: 5.0320 7.8206 5.6702  -0.3174
O: 4.9569 6.3915 5.6345  -0.3179
C: 3.6578 6.0455 5.4976  0.6368
O: 3.2772 4.9435 5.2661  -0.5091
O: 2.8475 7.1160 5.6503  -0.3193
H: 3.3036 9.1476 5.7209  0.2872
H: 3.5632 8.2413 7.2226  0.2568
H: 5.2529 8.1865 4.6659  0.2542
H: 5.8155 8.1492 6.3473  0.2976
C: -0.9804 -6.5151 -0.3192  0.2870
C: -0.8346 -5.2243 0.4527  0.0132
O: -0.5906 -5.6852 1.7874  -0.3234
C: -0.0748 -6.9383 1.7079  0.6361
O: 0.4041 -7.5091 2.6351  -0.5539
O: -0.1606 -7.4182 0.4515  -0.3219
H: -0.6315 -6.4456 -1.3511  -0.0977
H: -2.0074 -6.8846 -0.3224  0.1924
H: 0.0213 -4.6305 0.1233  0.1679
H: -1.7280 -4.6067 0.4147  0.0923
C: 9.6361 -0.3067 -1.9964  -0.3017
C: 9.2539 1.0280 -2.5943  -0.3010
O: 7.8405 0.8740 -2.7988  -0.2932
C: 7.4015 -0.0719 -1.9450  0.6089
O: 6.2481 -0.3174 -1.7490  -0.6247
O: 8.4211 -0.7039 -1.3436  -0.3050
H: 10.4524 -0.2375 -1.2835  0.2995
H: 9.8867 -1.0508 -2.7531  0.2721
H: 9.4209 1.8591 -1.9076  0.2666
H: 9.7597 1.2365 -3.5326  0.2942
C: -7.0667 -2.6429 2.2477  -0.3746
C: -6.0306 -2.2275 1.2274  -0.1679
O: -6.3987 -0.8676 0.9528  -0.2193
C: -7.0885 -0.3995 2.0292  0.6103
O: -7.3852 0.7385 2.1898  -0.5157
O: -7.3842 -1.4019 2.8863  -0.3485
H: -6.6879 -3.3612 2.9697  0.3133
H: -7.9720 -3.0435 1.7884  0.2609
H: -5.0154 -2.2433 1.6246  0.1656
H: -6.0634 -2.8257 0.3207  0.2964
C: -5.4756 -1.5532 -4.5662  -0.1625
C: -4.7663 -2.8381 -4.2145  0.0519
O: -5.7438 -3.8328 -4.5214  -0.3436
C: -6.5986 -3.3066 -5.4396  0.5716
O: -7.4218 -3.9228 -6.0254  -0.5049
O: -6.3751 -1.9716 -5.5936  -0.3606
H: -4.7974 -0.7859 -4.9324  0.2835
H: -6.0523 -1.1516 -3.7295  0.2481
H: -3.8832 -3.0104 -4.8334  0.1871
H: -4.4796 -2.8896 -3.1681  -0.0052
C: 0.2050 -8.3735 -5.3834  -0.3130
C: 0.5139 -7.0685 -6.0820  -0.3072
O: -0.2863 -6.1325 -5.3484  -0.2977
C: -0.5137 -6.6523 -4.1218  0.5655
O: -1.0057 -6.0553 -3.2152  -0.5535
O: -0.1113 -7.9388 -4.0553  -0.2925
H: 1.0452 -9.0621 -5.3739  0.2817
H: -0.6650 -8.8795 -5.8039  0.2714
H: 1.5628 -6.7819 -5.9902  0.2586
H: 0.2378 -7.0718 -7.1328  0.2933
C: 2.1349 -3.9887 2.9168  0.2066
C: 1.8483 -4.8701 4.1077  -0.2547
O: 2.8652 -4.4710 5.0378  -0.3527
C: 3.2570 -3.2152 4.7184  0.5588
O: 3.9620 -2.5321 5.3841  -0.5232
O: 2.7312 -2.8350 3.5196  -0.3095
H: 1.2365 -3.7163 2.3679  -0.1339
H: 2.8524 -4.4386 2.2267  0.2432
H: 0.8702 -4.6709 4.5478  0.2618
H: 1.9219 -5.9281 3.8757  0.2817

Its spin multiplicity is 1. Its LUMO energy is -2.86 eV. The charge is +1.

***

(2)
DFT (ωB97M-V/def2-TZVPD) results for a cluster of 4 separate species, C37H60BrINO16P3S in total in a non-equilibrium geometry.

Each line ends with the Mulliken charge.
Geometry (Å):
C: -2.1892 0.7736 -9.7194  -0.8456
C: -1.1553 1.3231 -8.5800  -0.1935
O: -1.9421 1.8781 -7.4954  -0.3667
C: -1.7849 1.1603 -6.2819  0.4005
O: -0.7115 0.7269 -5.8060  -0.5246
C: -3.1201 0.9291 -5.3994  0.2156
C: -3.8690 -0.4611 -5.7108  -0.3948
C: -3.8122 -1.5387 -4.5239  -1.5327
C: -2.3472 -1.8805 -3.9911  0.1006
C: -1.3833 -2.5756 -5.0298  1.0464
C: -1.8044 -2.9441 -6.5279  -1.2298
C: -0.9646 -2.1827 -7.6668  0.4908
C: -0.7412 -3.2610 -8.8695  -1.4044
I: -2.6982 -3.9619 -9.6331  -0.0181
C: 0.0837 -2.9608 -4.6166  -0.7437
Br: 1.3934 -3.8240 -5.8183  -0.1198
C: 0.5298 -2.6722 -3.1667  -0.1630
C: -0.4491 -2.0206 -2.1523  0.2315
C: -1.8868 -1.5867 -2.5117  0.6517
C: -2.8283 -0.9228 -1.4142  -0.1473
C: -2.1993 0.3544 -0.6744  -0.5318
C: -1.3705 1.3541 -1.6278  0.1874
S: 0.4208 1.5018 -1.0539  -0.2184
C: 0.3768 -1.9521 -0.7954  -0.0508
O: 0.0367 -1.7538 0.3923  -0.6272
N: 1.7684 -2.2401 -1.1616  0.6989
C: 2.5610 -3.0811 -0.2067  -0.8735
C: 4.0705 -2.4696 -0.2125  -0.8115
C: 4.0738 -0.9178 0.2249  0.7218
C: 4.9531 0.1186 -0.5215  -0.5814
C: 4.9439 1.5828 -0.0214  -0.4660
C: 4.1032 2.1006 1.1786  -0.4942
C: 3.1982 1.0410 1.9043  -0.5561
C: 3.1874 -0.4538 1.4294  -0.1110
C: 1.9203 -2.9481 -2.4369  0.2969
O: 2.8711 -3.5948 -2.9279  -0.6263
H: -1.7272 -0.0555 -10.3600  0.2401
H: -2.4499 1.6957 -10.3564  0.3204
H: -3.1334 0.3890 -9.1884  0.2292
H: -0.5076 0.4294 -8.2979  0.1584
H: -0.4440 2.0961 -9.0638  0.3468
H: -3.8341 1.8322 -5.5088  0.4162
H: -2.7775 0.8798 -4.2998  -0.4723
H: -4.9877 -0.1997 -5.8570  0.5128
H: -3.4997 -0.8337 -6.7236  0.0584
H: -4.2397 -2.5237 -4.9592  0.4685
H: -4.5494 -1.2261 -3.7036  0.2311
H: -2.9396 -2.8624 -6.7026  0.4091
H: -1.5707 -4.0730 -6.6498  0.6065
H: 0.0345 -1.7615 -7.3040  0.6794
H: -1.6522 -1.3803 -8.1155  -0.5214
H: -0.1084 -2.8528 -9.7233  0.5226
H: -0.2676 -4.1832 -8.3843  0.4722
H: -3.1003 -1.7078 -0.6245  0.1073
H: -3.8338 -0.5782 -1.8672  0.0271
H: -3.0958 0.9619 -0.2642  0.4045
H: -1.5492 0.1157 0.2314  0.1561
H: -1.4528 1.1317 -2.7438  -0.4524
H: -1.8077 2.4141 -1.4742  0.4084
H: 0.3217 1.5335 0.3463  0.1330
H: 2.2075 -2.9935 0.8848  0.4355
H: 2.5489 -4.2030 -0.4487  0.3903
H: 4.6903 -3.0394 0.5631  0.2565
H: 4.5806 -2.6079 -1.2261  0.3576
H: 5.5799 -0.2578 -1.3987  0.2975
H: 5.6062 2.3503 -0.5567  0.2663
H: 4.1567 3.1956 1.5189  0.4020
H: 2.5768 1.4050 2.7988  0.4638
H: 2.5050 -1.1561 2.0152  0.2618
C: -7.3634 0.8521 4.6348  -0.6582
O: -6.2273 0.5170 3.8649  -0.3501
P: -6.0182 -0.9412 2.9820  1.0052
O: -5.1915 -0.2331 1.9158  -0.5334
O: -7.6030 -0.9738 2.5583  -0.3667
C: -8.1712 0.0668 1.7830  -0.7342
O: -5.8383 -2.4719 2.2218  -0.2754
C: -4.5731 -3.0853 2.4460  -0.6683
H: -7.0254 1.3334 5.5561  0.2560
H: -7.9548 1.5964 4.0909  0.2391
H: -7.9756 -0.0151 4.8816  0.3469
H: -7.4549 0.8522 1.5320  0.3625
H: -8.9961 0.5050 2.3400  0.2789
H: -8.5837 -0.3546 0.8656  0.2534
H: -4.3941 -3.1953 3.5177  0.3121
H: -3.7747 -2.4907 1.9960  0.2646
H: -4.5806 -4.0741 1.9852  0.2602
C: 1.6776 4.6315 7.6738  -0.7040
O: 1.7624 4.3208 6.2982  -0.3160
P: 1.7188 5.4617 5.0152  1.0365
O: 2.6437 4.6051 4.1593  -0.5470
O: 2.5814 6.5527 5.8852  -0.3839
C: 3.8972 6.2595 6.3218  -0.6691
O: 1.5511 6.6529 3.7880  -0.2822
C: 0.6523 6.2889 2.7458  -0.6545
H: 1.0426 3.8848 8.1571  0.2699
H: 2.6721 4.5350 8.1222  0.2475
H: 1.2717 5.6264 7.8565  0.3588
H: 4.2326 5.2626 6.0274  0.3104
H: 3.9295 6.3379 7.4060  0.2674
H: 4.5826 7.0062 5.9195  0.2506
H: -0.3322 6.0627 3.1613  0.2987
H: 1.0318 5.4228 2.1988  0.2814
H: 0.5611 7.1300 2.0571  0.2408
C: 5.2573 -2.2124 3.8800  -0.3405
O: 4.8144 -2.6451 5.1502  -0.3676
P: 5.4744 -2.1474 6.6549  1.0153
O: 4.1193 -2.2648 7.3430  -0.6420
O: 5.7176 -0.6189 6.1119  -0.4133
C: 4.6290 0.1893 5.6951  -0.6377
O: 6.2687 -1.7048 8.1141  -0.2705
C: 6.5304 -2.7984 8.9853  -0.7106
H: 5.2566 -3.0721 3.2043  0.2208
H: 4.5343 -1.4963 3.4760  0.0358
H: 6.2546 -1.7736 3.9083  0.3649
H: 3.6658 -0.3203 5.7698  0.3818
H: 4.7924 0.4876 4.6621  0.2029
H: 4.6063 1.0980 6.2979  0.2946
H: 7.1257 -3.5552 8.4693  0.3105
H: 5.5948 -3.2392 9.3371  0.3203
H: 7.0933 -2.4306 9.8444  0.2346

Its spin multiplicity is 1. Its LUMO energy is -2.41 eV.

***

(3)
DFT (ωB97M-V/def2-TZVPD) results for a cluster of 2 separate species, C37H61Br2IN5O5 in total in a non-equilibrium geometry.

Each line ends with the Mulliken charge.
Geometry (Å):
C: -7.7239 -6.7540 4.6076  -0.8472
C: -7.1119 -5.6337 5.5319  -0.3008
O: -7.8767 -4.4292 5.6172  -0.4330
C: -8.2292 -3.8999 4.3385  -0.5628
C: -7.0186 -3.6043 3.3694  0.0549
O: -6.9981 -2.1901 3.1050  -0.3911
C: -6.9417 -1.8802 1.7105  -0.0959
C: -5.8862 -0.7239 1.4554  -0.4264
O: -6.1563 -0.2074 0.1211  -0.3697
C: -4.9615 0.3666 -0.4273  -0.6635
C: -4.3197 -0.6714 -1.4294  0.7647
C: -4.3281 -2.1259 -1.1907  0.0815
C: -3.7813 -3.1101 -2.1165  0.5464
C: -3.8117 -4.6562 -1.8773  -0.1270
I: -4.7891 -5.2417 -0.0318  0.1543
C: -2.3822 -5.3505 -2.0310  0.3143
C: -1.8779 -6.1750 -0.7947  -1.5709
C: -3.1881 -2.5775 -3.3761  0.3191
C: -2.6058 -3.4571 -4.4946  -0.7663
Br: -0.6547 -3.5842 -4.7068  -0.0351
C: -3.4695 -4.1049 -5.3178  0.2215
C: -5.0232 -3.9473 -5.1603  -1.0123
Br: -2.8450 -5.2656 -6.7457  -0.1293
C: -3.1529 -1.1521 -3.5678  1.1417
C: -3.7009 -0.1438 -2.6320  -0.3028
C: -3.4865 1.3028 -3.1652  -0.0588
O: -4.0144 2.3390 -2.9116  -0.5421
N: -2.4281 1.0794 -4.1678  -0.0528
C: -1.2165 1.1676 -3.2713  -0.0910
C: -0.0614 2.0086 -3.9180  -1.2256
C: 1.3508 1.7681 -3.2399  -0.5544
C: 1.3568 1.9387 -1.6674  -0.3134
N: 2.4850 1.1452 -1.1137  -0.1246
C: 2.0876 -0.0811 -0.4756  0.2553
N: 3.0141 -0.7236 0.1412  -0.6996
N: 0.7546 -0.6668 -0.5163  -0.5662
C: -2.5869 -0.2654 -4.7169  0.1532
O: -2.3185 -0.5644 -5.8389  -0.5020
H: -7.3066 -6.5903 3.5712  0.1716
H: -7.2714 -7.7284 4.9456  0.3497
H: -8.8377 -6.7767 4.5885  0.2788
H: -6.0344 -5.4427 5.2656  0.2406
H: -7.0849 -6.0577 6.5761  0.3418
H: -9.0165 -4.5119 3.8052  0.2302
H: -8.7299 -2.9116 4.5405  0.3985
H: -6.0147 -3.8666 3.8039  0.1370
H: -7.1475 -4.2444 2.4589  0.1741
H: -6.6335 -2.7289 1.0514  0.0244
H: -7.9542 -1.4666 1.4300  0.2054
H: -5.9645 0.1037 2.2029  0.3174
H: -4.8538 -1.1758 1.3969  0.3147
H: -4.2155 0.6801 0.3441  0.2949
H: -5.3074 1.2223 -1.0715  0.4241
H: -4.8198 -2.4394 -0.2427  -0.8557
H: -4.4502 -5.0700 -2.7049  0.1071
H: -2.4533 -6.0853 -2.8843  0.1954
H: -1.6190 -4.5970 -2.3718  0.0415
H: -1.7590 -5.5741 0.1434  0.3766
H: -2.4552 -7.1239 -0.6242  0.3806
H: -0.8341 -6.5231 -1.0560  0.4079
H: -5.4426 -4.6033 -4.3566  0.2679
H: -5.5325 -4.2344 -6.1180  0.4219
H: -5.3168 -2.8915 -4.9217  0.2412
H: -0.8283 0.1543 -2.9812  -0.0590
H: -1.4964 1.6777 -2.3048  0.5805
H: -0.2563 3.1177 -3.8542  0.2946
H: 0.0766 1.8020 -5.0149  0.2681
H: 1.8228 0.7932 -3.5243  0.4219
H: 2.0370 2.5677 -3.6447  0.2911
H: 0.3716 1.7654 -1.1735  0.2882
H: 1.6131 3.0227 -1.4725  0.2360
H: 3.0803 1.6859 -0.4923  0.0750
H: 2.5756 -1.5781 0.5069  0.3039
H: 0.4060 -0.7981 -1.4674  0.2329
H: 0.1526 -0.0191 0.0072  0.3057
C: 6.7991 6.7583 3.9272  -1.6153
C: 7.5847 5.5759 3.3722  0.0260
C: 8.0973 5.7895 1.9459  -0.8335
C: 7.2487 5.3433 0.7612  -0.8687
N: 6.6954 3.9205 0.7235  0.3920
C: 5.3472 3.8123 1.4351  -0.5190
C: 4.3575 4.5017 0.5116  -0.8776
C: 4.8123 4.1381 -0.8902  0.0790
C: 6.2489 3.6558 -0.7546  -0.9995
C: 7.6920 2.7919 1.0195  -0.7155
C: 8.1979 2.5070 2.4376  -0.3820
C: 9.6381 2.9120 2.7625  -1.3034
H: 5.9859 7.0487 3.2577  0.3028
H: 6.3680 6.4981 4.8955  0.4081
H: 7.4583 7.6146 4.0777  0.4225
H: 6.9647 4.6893 3.4627  -0.0769
H: 8.4369 5.4042 4.0344  0.3688
H: 9.0803 5.3372 1.8162  0.3618
H: 8.2949 6.8585 1.8129  0.5696
H: 7.8669 5.4429 -0.1326  0.3943
H: 6.4102 6.0292 0.6407  0.5365
H: 5.1181 2.7495 1.5409  0.5663
H: 5.3771 4.2913 2.4087  0.2908
H: 4.3827 5.5866 0.6388  0.3583
H: 3.3261 4.2033 0.7043  0.5197
H: 4.7343 4.9835 -1.5748  0.3642
H: 4.1914 3.3421 -1.3059  -0.0846
H: 6.9511 4.1351 -1.4334  0.3761
H: 6.2785 2.5798 -0.9225  0.4192
H: 8.5181 2.9203 0.3155  0.4640
H: 7.1535 1.8876 0.7311  0.4323
H: 8.2208 1.4159 2.5151  0.4802
H: 7.5002 2.8039 3.2202  0.2085
H: 10.3169 2.6478 1.9480  0.3484
H: 9.9719 2.3791 3.6558  0.3690
H: 9.7725 3.9628 2.9889  0.2486

Its spin multiplicity is 1. The value obtained for the energy relative to the best compared isomer or geometry (same formula, charge and spin) is 239.1 kJ/mol. Its LUMO energy is -2.29 eV. The charge is +1.